[1]
This record from the Open Molecules 2025 dataset describes an isolated molecule of C7H16O3 at a distorted geometry. The level of theory is ωB97M-V/def2-TZVPD.

Last columns: bonded neighbours and bond lengths (Å).
Element x y z (Å)
1 C 1.9466 -1.4790 2.0580  C2 1.535, H8 1.091, H9 1.139, H10 1.105
2 C 1.6037 0.0137 1.9490  C1 1.535, H11 1.094, H12 1.106, O24 1.357
3 C 0.1115 0.5487 0.2671  H13 1.076, O24 1.346, O25 1.435, O26 1.410
4 C -1.3609 -1.3595 0.5240  C5 1.512, H14 1.131, H15 1.103, O25 1.399
5 C -2.5774 -1.2303 -0.3648  C4 1.512, H16 1.067, H17 1.067, H18 1.093
6 C 0.5844 1.1751 -2.0492  C7 1.504, H19 1.107, H20 1.092, O26 1.465
7 C -0.4779 1.9976 -2.7246  C6 1.504, H21 1.106, H22 1.149, H23 1.157
8 H 2.5620 -1.7163 1.1894  C1 1.091
9 H 2.3533 -1.8162 3.0668  C1 1.139
10 H 0.9824 -1.9937 1.8980  C1 1.105
11 H 2.4179 0.6432 2.3194  C2 1.094
12 H 0.6752 0.3501 2.4467  C2 1.106
13 H 0.0780 1.6179 0.3838  C3 1.076
14 H -0.5360 -1.8524 -0.0733  C4 1.131
15 H -1.6255 -1.9950 1.3862  C4 1.103
16 H -2.2656 -0.6456 -1.2007  C5 1.067
17 H -2.8825 -2.1892 -0.7203  C5 1.067
18 H -3.3525 -0.7360 0.2262  C5 1.093
19 H 1.1550 0.5042 -2.7204  C6 1.107
20 H 1.3024 1.8278 -1.5490  C6 1.092
21 H -0.0506 2.6604 -3.4997  C7 1.106
22 H -1.3149 1.4332 -3.2732  C7 1.149
23 H -0.8920 2.7152 -1.9164  C7 1.157
24 O 1.3612 0.2026 0.6275  C2 1.357, C3 1.346
25 O -0.9442 -0.1061 0.9852  C3 1.435, C4 1.399
26 O -0.1154 0.3028 -1.1028  C3 1.410, C6 1.465

The energy relative to the best compared isomer or geometry (same formula, charge and spin) comes out at 46.3 kcal/mol. Its total energy is -501.96923 hartree. Its HOMO-LUMO gap is 11.02 eV. The SMILES is CCOC(OCC)OCC.


[2]
This record from the Open Molecules 2025 dataset describes an isolated molecule of C3H5N3O. The level of theory is ωB97M-V/def2-TZVPD.

Last columns: bonded neighbours and bond lengths (Å).
Element x y z (Å)
1 N 0.4485 2.1786 -0.0851  C2 1.394, H8 1.012, H9 1.010
2 C 0.1352 0.8220 -0.0222  N1 1.394, N3 1.316, N7 1.359
3 N -1.0769 0.3100 -0.0296  C2 1.316, C4 1.374
4 C -0.8765 -1.0449 0.0745  N3 1.374, O5 1.355, C6 1.357
5 O -1.8844 -1.9487 0.0284  C4 1.355, H10 0.964
6 C 0.4389 -1.3640 0.1771  C4 1.357, N7 1.394, H11 1.076
7 N 1.0922 -0.1356 0.0921  C2 1.359, C6 1.394, H12 1.007
8 H -0.0666 2.6807 -0.7971  N1 1.012
9 H 1.4392 2.3537 -0.1699  N1 1.010
10 H -2.6896 -1.5274 0.3504  O5 0.964
11 H 0.9480 -2.3044 0.2989  C6 1.076
12 H 2.0920 -0.0199 0.0825  N7 1.007

The energy relative to the best compared isomer or geometry (same formula, charge and spin) comes out at 14.1 kcal/mol. Its total energy is -356.83484 hartree. Its HOMO-LUMO gap is 8.42 eV. The SMILES is Nc1nc(O)c[nH]1.


[3]
This record from the Open Molecules 2025 dataset describes an isolated molecule of C2H4O3S at a distorted geometry. The level of theory is ωB97M-V/def2-TZVPD.

Last columns: bonded neighbours and bond lengths (Å).
Element x y z (Å)
1 C -0.7779 -0.7044 0.1280  C2 1.561, O3 1.442, O4 1.315, H7 1.129
2 C 0.4949 0.1883 -0.0164  C1 1.561, O3 1.406, O5 1.430, S6 1.747
3 O -0.2255 -0.2744 -1.1321  C1 1.442, C2 1.406
4 O -1.9483 -0.1604 0.3779  C1 1.315, H8 1.007
5 O 0.2664 1.5838 0.1949  C2 1.430, H9 0.936
6 S 2.1668 -0.2106 0.2963  C2 1.747, H10 1.293
7 H -0.9743 -1.8142 0.0711  C1 1.129
8 H -1.8519 0.8099 0.1253  O4 1.007
9 H 0.7978 2.0791 -0.3960  O5 0.936
10 H 2.0518 -1.4970 0.3511  S6 1.293

The energy relative to the best compared isomer or geometry (same formula, charge and spin) comes out at 31.1 kcal/mol. Its total energy is -702.44397 hartree. Its HOMO-LUMO gap is 10.12 eV. The SMILES is O[C@H]1O[C@]1(O)S.


[4]
This record from the Open Molecules 2025 dataset describes an isolated molecule of C20H25N3O5 at a distorted geometry. The level of theory is ωB97M-V/def2-TZVPD.

Last columns: bonded neighbours and bond lengths (Å).
Element x y z (Å)
1 C -7.7130 1.7771 -1.1925  H2 1.096, O3 1.408, H52 1.088, H53 1.095
2 H -8.7507 1.6545 -0.8628  C1 1.096
3 O -6.8442 1.8928 -0.0902  C1 1.408, C4 1.410
4 C -6.8737 0.7677 0.7585  O3 1.410, H5 1.094, C6 1.534, H51 1.099
5 H -6.2884 1.0342 1.6435  C4 1.094
6 C -6.3143 -0.5213 0.1419  C4 1.534, O7 1.217, N8 1.350
7 O -6.9759 -1.5431 0.1507  C6 1.217
8 N -5.0828 -0.4629 -0.4080  C6 1.350, C9 1.444, C16 1.449
9 C -4.1699 0.6550 -0.3574  N8 1.444, H10 1.087, C11 1.530, H50 1.098
10 H -4.6795 1.5463 0.0012  C9 1.087
11 C -2.9745 0.3163 0.5358  C9 1.530, H12 1.091, H13 1.092, C14 1.533
12 H -2.2832 1.1593 0.5661  C11 1.091
13 H -3.3153 0.1207 1.5545  C11 1.092
14 C -2.2738 -0.9424 0.0109  C11 1.533, C15 1.530, O21 1.418, H49 1.100
15 C -3.2872 -2.0858 -0.0663  C14 1.530, C16 1.527, H19 1.090, H20 1.091
16 C -4.4797 -1.6741 -0.9273  N8 1.449, C15 1.527, H17 1.091, H18 1.096
17 H -5.2435 -2.4530 -0.9217  C16 1.091
18 H -4.1543 -1.4930 -1.9582  C16 1.096
19 H -2.8118 -2.9732 -0.4841  C15 1.090
20 H -3.6242 -2.3234 0.9435  C15 1.091
21 O -1.2374 -1.3662 0.8807  C14 1.418, C22 1.356
22 C -0.0355 -0.7388 0.8806  O21 1.356, C23 1.393, C27 1.399
23 C 0.3444 0.3035 0.0388  C22 1.393, C24 1.381, H48 1.078
24 C 1.6127 0.8412 0.1404  C23 1.381, C25 1.390, H47 1.080
25 C 2.5348 0.3570 1.0614  C24 1.390, C26 1.394, C30 1.487
26 C 2.1475 -0.6785 1.9112  C25 1.394, C27 1.377, H29 1.080
27 C 0.8828 -1.2146 1.8222  C22 1.399, C26 1.377, H28 1.079
28 H 0.5690 -2.0113 2.4780  C27 1.079
29 H 2.8196 -1.0502 2.6707  C26 1.080
30 C 3.8723 1.0044 1.1072  C25 1.487, O31 1.216, N32 1.361
31 O 4.0605 2.1499 0.7452  C30 1.216
32 N 4.8751 0.2289 1.6029  C30 1.361, H33 1.007, C34 1.448
33 H 4.7280 -0.7607 1.7193  N32 1.007
34 C 6.2442 0.7007 1.6262  N32 1.448, C35 1.493, H45 1.093, H46 1.093
35 C 7.0065 0.2084 0.4403  C34 1.493, C36 1.364, O39 1.346
36 C 7.1557 0.7002 -0.8230  C35 1.364, C37 1.421, H44 1.069
37 C 7.9528 -0.2762 -1.4793  C36 1.421, N38 1.307, C40 1.483
38 N 8.2339 -1.2523 -0.6571  C37 1.307, O39 1.355
39 O 7.6531 -0.9684 0.5338  C35 1.346, N38 1.355
40 C 8.4361 -0.2615 -2.8809  C37 1.483, H41 1.086, H42 1.089, H43 1.089
41 H 9.0137 -1.1596 -3.0772  C40 1.086
42 H 7.5918 -0.2150 -3.5667  C40 1.089
43 H 9.0598 0.6146 -3.0506  C40 1.089
44 H 6.7612 1.6102 -1.2217  C36 1.069
45 H 6.1986 1.7922 1.6018  C34 1.093
46 H 6.7298 0.3580 2.5436  C34 1.093
47 H 1.9100 1.6566 -0.5015  C24 1.080
48 H -0.3331 0.7073 -0.6967  C23 1.078
49 H -1.8686 -0.7554 -0.9948  C14 1.100
50 H -3.8164 0.8525 -1.3775  C9 1.098
51 H -7.9033 0.5435 1.0703  C4 1.099
52 H -7.6159 2.7016 -1.7579  C1 1.088
53 H -7.4438 0.9263 -1.8279  C1 1.095

The energy relative to the best compared isomer or geometry (same formula, charge and spin) comes out at 90.0 kcal/mol. Its total energy is -1317.56727 hartree. Its HOMO-LUMO gap is 9.44 eV. The SMILES is COCC(=O)N1CCC(Oc2ccc(C(=O)NCc3cc(C)no3)cc2)CC1.


- Among the records above, which one has the lowest energy relative to the best compared isomer or geometry (same formula, charge and spin)?
  C3H5N3O


Repeat the first record exactly.
This record from the Open Molecules 2025 dataset describes an isolated molecule of C7H16O3 at a distorted geometry. The level of theory is ωB97M-V/def2-TZVPD.

Last columns: bonded neighbours and bond lengths (Å).
Element x y z (Å)
1 C 1.9466 -1.4790 2.0580  C2 1.535, H8 1.091, H9 1.139, H10 1.105
2 C 1.6037 0.0137 1.9490  C1 1.535, H11 1.094, H12 1.106, O24 1.357
3 C 0.1115 0.5487 0.2671  H13 1.076, O24 1.346, O25 1.435, O26 1.410
4 C -1.3609 -1.3595 0.5240  C5 1.512, H14 1.131, H15 1.103, O25 1.399
5 C -2.5774 -1.2303 -0.3648  C4 1.512, H16 1.067, H17 1.067, H18 1.093
6 C 0.5844 1.1751 -2.0492  C7 1.504, H19 1.107, H20 1.092, O26 1.465
7 C -0.4779 1.9976 -2.7246  C6 1.504, H21 1.106, H22 1.149, H23 1.157
8 H 2.5620 -1.7163 1.1894  C1 1.091
9 H 2.3533 -1.8162 3.0668  C1 1.139
10 H 0.9824 -1.9937 1.8980  C1 1.105
11 H 2.4179 0.6432 2.3194  C2 1.094
12 H 0.6752 0.3501 2.4467  C2 1.106
13 H 0.0780 1.6179 0.3838  C3 1.076
14 H -0.5360 -1.8524 -0.0733  C4 1.131
15 H -1.6255 -1.9950 1.3862  C4 1.103
16 H -2.2656 -0.6456 -1.2007  C5 1.067
17 H -2.8825 -2.1892 -0.7203  C5 1.067
18 H -3.3525 -0.7360 0.2262  C5 1.093
19 H 1.1550 0.5042 -2.7204  C6 1.107
20 H 1.3024 1.8278 -1.5490  C6 1.092
21 H -0.0506 2.6604 -3.4997  C7 1.106
22 H -1.3149 1.4332 -3.2732  C7 1.149
23 H -0.8920 2.7152 -1.9164  C7 1.157
24 O 1.3612 0.2026 0.6275  C2 1.357, C3 1.346
25 O -0.9442 -0.1061 0.9852  C3 1.435, C4 1.399
26 O -0.1154 0.3028 -1.1028  C3 1.410, C6 1.465

The energy relative to the best compared isomer or geometry (same formula, charge and spin) comes out at 46.3 kcal/mol. Its total energy is -501.96923 hartree. Its HOMO-LUMO gap is 11.02 eV. The SMILES is CCOC(OCC)OCC.